# 1
C23H41NO2P2Rh | the ωB97M-V functional and the def2-TZVPD basis

- max |F| (hartree/bohr) = 0.2021
- LUMO energy (spin up / spin down) (eV) = -2.96 / -3.89
- ⟨S²⟩ = 6.013
- E_tot (Ha) = -1898.9004
- frontier orbital gap (spin up / spin down) (eV) = 4.733 / 7.589

```
! RIJCOSX wB97M-V def2-TZVPD def2/J DEFGRID3
* xyz 1 5
Rh 0.864 -0.485 2.562
C -0.987 -0.891 3.318
C -0.530 -1.920 2.441
C 0.975 -1.734 4.194
C -0.053 -0.766 4.385
C 0.686 -2.445 2.990
C -2.310 -0.167 3.284
H -2.897 -0.434 2.405
H -2.167 0.920 3.297
H -2.888 -0.451 4.174
C -0.187 0.158 5.567
H -1.223 0.481 5.681
H 0.419 1.064 5.458
H 0.150 -0.355 6.470
C 2.108 -1.984 5.142
H 1.760 -1.785 6.159
H 2.969 -1.336 4.945
H 2.441 -3.019 5.034
C 1.555 -3.484 2.369
H 2.089 -4.009 3.156
H 2.289 -3.042 1.688
H 0.949 -4.180 1.798
C -1.230 -2.412 1.220
H -1.003 -3.470 1.071
H -0.911 -1.855 0.329
H -2.308 -2.287 1.333
C -1.181 3.159 -0.275
C -2.346 2.581 0.061
C -2.513 1.098 -0.098
C -2.342 0.753 -1.591
C -1.085 0.071 -2.108
C 0.257 -0.094 -1.419
C 0.428 1.076 -0.438
C -0.028 2.472 -0.934
H -3.503 0.783 0.256
H -2.407 1.682 -2.191
H -1.823 0.547 0.553
H -0.241 2.413 -2.015
H -0.992 4.213 -0.060
H -3.171 3.132 0.533
H 0.851 3.121 -0.844
H -0.107 0.842 0.492
H 0.314 -1.056 -0.859
H 1.486 1.134 -0.142
H -3.264 0.214 -1.894
H -1.415 -0.856 -2.594
P -0.630 1.172 -3.647
C -0.822 2.908 -4.249
C -1.540 0.215 -4.872
P 1.655 -0.347 -2.673
C 1.158 0.993 -3.823
C 1.357 -1.777 -3.778
C 3.460 -0.187 -2.683
H 0.079 3.522 -4.080
H -1.673 3.430 -3.787
H -0.984 2.931 -5.341
H -1.515 0.704 -5.854
H -2.591 0.153 -4.542
H -1.124 -0.797 -4.963
H 3.800 0.234 -3.645
H 3.908 -1.185 -2.577
H 3.801 0.455 -1.862
H 1.703 1.923 -3.586
H 1.421 0.760 -4.864
H 2.105 -2.538 -3.517
H 1.535 -1.490 -4.829
H 0.347 -2.202 -3.683
O 2.937 0.361 2.334
N 2.675 1.572 2.724
O 1.459 1.794 2.899
*
```

***

# 2
C34H78O17S11 | the ωB97M-V functional and the def2-TZVPD basis

- max |F| (hartree/bohr) = 0.0725
- LUMO energy (eV) = 0.15
- E_tot (Ha) = -7001.1114
- frontier orbital gap (eV) = 8.816

```
! RIJCOSX wB97M-V def2-TZVPD def2/J DEFGRID3
* xyz 0 1
C 1.708 2.336 5.102
S 1.847 3.843 6.058
O 3.160 4.476 5.659
C 0.563 4.775 5.199
H 1.508 2.568 4.048
H 0.896 1.813 5.561
H 2.651 1.823 5.177
H -0.448 4.299 5.221
H 0.711 4.938 4.086
H 0.536 5.772 5.746
C 0.645 2.294 -4.220
S 2.187 3.128 -4.607
O 2.455 4.002 -3.466
C 3.292 1.714 -4.404
H 0.698 1.372 -4.852
H -0.376 2.833 -4.372
H 0.692 2.066 -3.147
H 3.374 0.975 -5.192
H 3.081 1.313 -3.441
H 4.254 2.211 -4.311
C 5.906 -0.054 3.611
S 4.982 -1.169 2.559
O 3.533 -0.728 2.617
C 5.549 -0.342 1.001
H 5.626 0.930 3.275
H 6.973 -0.391 3.482
H 5.618 -0.198 4.643
H 6.627 -0.221 0.964
H 5.099 0.637 0.980
H 5.022 -0.948 0.201
C -1.943 4.841 -1.137
S -1.529 3.109 -0.914
O -2.224 2.726 0.346
C -2.497 2.534 -2.289
H -2.998 4.919 -0.878
H -1.769 5.178 -2.180
H -1.225 5.447 -0.559
H -1.941 2.487 -3.239
H -3.303 3.261 -2.452
H -2.927 1.534 -2.151
C -3.705 2.213 3.264
S -3.896 3.827 3.944
O -2.473 4.251 4.473
C -3.919 4.862 2.407
H -4.614 1.803 2.800
H -3.382 1.555 4.067
H -2.835 2.326 2.638
H -4.348 4.339 1.543
H -2.782 4.879 2.220
H -4.326 5.875 2.638
C -2.112 -4.136 -2.592
C -1.657 -4.887 -1.246
C -2.887 -5.059 -0.361
S -3.960 -3.598 -0.750
O -3.768 -2.633 0.364
O -5.259 -4.034 -1.244
C -2.991 -2.959 -2.235
H -2.848 -4.763 -3.097
H -1.284 -3.903 -3.225
H -0.889 -4.292 -0.815
H -1.177 -5.795 -1.582
H -2.588 -5.018 0.645
H -3.408 -5.979 -0.611
H -2.419 -2.045 -1.931
H -3.702 -2.670 -3.010
C -7.531 -0.792 -0.801
C -7.789 -1.535 -2.092
C -6.562 -1.285 -3.000
S -6.255 0.465 -2.854
O -7.404 1.136 -3.347
O -4.881 0.800 -3.161
C -6.495 0.342 -1.065
H -7.125 -1.497 -0.107
H -8.401 -0.271 -0.387
H -8.725 -1.091 -2.512
H -7.923 -2.596 -1.915
H -6.732 -1.383 -4.091
H -5.691 -1.830 -2.686
H -6.729 1.312 -0.653
H -5.498 0.181 -0.598
C 2.073 -4.299 1.544
C 1.387 -4.684 2.943
C 0.703 -5.979 2.548
S 1.718 -6.839 1.304
O 1.002 -6.793 0.071
O 2.255 -8.092 1.782
C 2.958 -5.493 1.138
H 2.575 -3.305 1.507
H 1.287 -4.339 0.804
H 0.678 -3.943 3.272
H 2.050 -4.880 3.757
H -0.287 -5.691 2.165
H 0.568 -6.679 3.375
H 3.317 -5.537 0.122
H 3.811 -5.635 1.806
C 3.127 5.541 -0.674
C 2.724 5.718 0.758
C 2.570 4.316 1.313
S 3.854 3.275 0.520
O 3.238 2.214 -0.276
O 4.867 3.021 1.517
C 4.400 4.579 -0.590
H 3.312 6.452 -1.293
H 2.525 4.871 -1.277
H 1.770 6.233 0.830
H 3.553 6.169 1.263
H 1.614 3.882 0.919
H 2.651 4.016 2.398
H 4.542 4.177 -1.571
H 5.223 5.125 -0.135
C 2.117 -1.647 -3.858
C 1.791 -3.127 -3.862
C 3.060 -3.877 -3.462
S 4.108 -2.695 -2.492
O 5.244 -2.267 -3.279
O 4.285 -3.214 -1.119
C 2.836 -1.408 -2.550
H 1.219 -1.018 -3.905
H 2.754 -1.379 -4.694
H 1.370 -3.611 -4.810
H 1.087 -3.362 -3.073
H 3.624 -4.206 -4.335
H 2.836 -4.669 -2.778
H 3.454 -0.438 -2.514
H 2.265 -1.447 -1.666
C 0.357 -0.675 2.461
C -1.050 -0.143 2.325
C -1.507 -0.664 0.892
S 0.036 -0.639 -0.120
O -0.002 0.331 -1.195
O 0.317 -2.026 -0.528
C 1.079 -0.258 1.194
H 0.253 -1.761 2.563
H 0.886 -0.344 3.329
H -0.994 0.944 2.435
H -1.818 -0.459 3.060
H -2.270 -0.122 0.331
H -1.742 -1.726 0.922
H 1.173 0.865 1.192
H 2.123 -0.577 0.935
*
```

***

Question: Number 2 is which compound?
Answer: C34H78O17S11

***

Question: max |F| of number 1 (C23H41NO2P2Rh)?
Answer: 0.2021 hartree/bohr